1.
{
  "formula": "C24H36Cl51GaOPSi",
  "method": "ωB97M-V/def2-TZVPD",
  "homo_ha": -0.13445,
  "charge": -1,
  "homo_lumo_gap_ev": 5.20,
  "largest_force_ev_per_a": 7.18,
  "species": ["C", "P", "C", "Ga", "C", "C", "O", "Si", "C", "C", "C", "H", "H", "H", "H", "H", "H", "H", "H", "H", "H", "H", "H", "H", "H", "H", "H", "H", "H", "H", "C", "Cl", "Cl", "Cl", "H", "C", "Cl", "Cl", "Cl", "H", "C", "Cl", "Cl", "Cl", "H", "C", "Cl", "Cl", "Cl", "H", "C", "Cl", "Cl", "Cl", "H", "C", "Cl", "Cl", "Cl", "H", "C", "Cl", "Cl", "Cl", "H", "C", "Cl", "Cl", "Cl", "H", "C", "Cl", "Cl", "Cl", "H", "C", "Cl", "Cl", "Cl", "H", "C", "Cl", "Cl", "Cl", "H", "C", "Cl", "Cl", "Cl", "H", "C", "Cl", "Cl", "Cl", "H", "C", "Cl", "Cl", "Cl", "H", "C", "Cl", "Cl", "Cl", "H", "C", "Cl", "Cl", "Cl", "H", "C", "Cl", "Cl", "Cl", "H"],
  "positions_angstrom": [[1.22, 1.18, 3.74], [0.48, 0.01, 2.43], [-1.33, -0.49, 2.81], [0.75, 0.81, 0.24], [-0.88, 0.49, -0.99], [-1.95, 1.73, -1.06], [-1.78, 2.91, -0.46], [2.54, -0.49, -0.69], [4.16, -0.17, 0.37], [2.79, -0.18, -2.58], [2.03, -2.35, -0.34], [2.11, 1.84, 3.29], [0.41, 1.84, 4.27], [1.75, 0.48, 4.55], [-1.54, -0.29, 3.96], [-1.38, -1.67, 2.68], [-2.13, 0.05, 2.13], [1.08, 2.39, 0.16], [-1.38, -0.53, -0.72], [-0.45, 0.35, -2.10], [-2.94, 1.56, -1.69], [4.87, 0.62, -0.16], [3.82, 0.22, 1.43], [4.75, -1.19, 0.54], [2.02, 0.58, -3.03], [2.69, -1.24, -3.11], [3.88, 0.25, -2.82], [2.25, -2.51, 0.80], [0.87, -2.42, -0.49], [2.58, -3.10, -1.04], [0.39, 5.43, 4.20], [0.83, 4.38, 5.55], [1.74, 6.49, 3.77], [-0.11, 4.46, 2.80], [-0.45, 6.05, 4.50], [4.08, -5.05, 1.87], [3.77, -3.44, 2.54], [2.57, -5.78, 1.29], [5.27, -4.96, 0.57], [4.48, -5.68, 2.67], [4.35, -0.40, 6.63], [5.47, 0.92, 6.24], [3.98, -1.36, 5.19], [5.04, -1.43, 7.90], [3.42, 0.03, 7.01], [-5.03, 3.85, 0.09], [-6.05, 2.43, 0.39], [-5.74, 4.86, -1.18], [-4.80, 4.78, 1.58], [-4.05, 3.50, -0.25], [2.34, -7.54, -2.80], [2.43, -5.80, -2.47], [3.89, -8.32, -2.43], [1.03, -8.28, -1.86], [2.13, -7.68, -3.86], [7.91, -2.49, 3.54], [6.84, -3.21, 2.32], [7.10, -2.45, 5.12], [9.43, -3.39, 3.64], [8.13, -1.47, 3.24], [-10.10, 1.78, 0.35], [-9.73, 3.40, 0.96], [-8.99, 0.59, 1.05], [-11.78, 1.35, 0.72], [-9.97, 1.78, -0.73], [7.60, 0.15, -1.88], [6.58, -1.26, -1.57], [6.89, 1.17, -3.14], [7.83, 1.08, -0.39], [8.58, -0.20, -2.22], [-4.66, -1.51, -1.05], [-4.15, -0.41, 0.24], [-5.01, -0.61, -2.53], [-3.42, -2.74, -1.35], [-5.57, -2.02, -0.73], [-4.31, -3.71, 3.49], [-4.43, -2.26, 4.50], [-3.90, -3.28, 1.83], [-3.12, -4.84, 4.16], [-5.29, -4.20, 3.48], [-2.22, 8.90, 4.37], [-1.11, 10.22, 3.97], [-2.59, 7.94, 2.92], [-1.53, 7.86, 5.64], [-3.15, 9.33, 4.74], [-2.73, -5.88, -4.13], [-3.48, -7.48, -4.17], [-3.98, -4.61, -4.12], [-1.67, -5.71, -2.72], [-2.13, -5.75, -5.03], [-2.68, 4.48, -3.81], [-1.33, 4.82, -4.90], [-3.95, 5.71, -3.99], [-3.34, 2.86, -4.13], [-2.31, 4.51, -2.79], [-11.37, 6.81, 1.82], [-12.74, 5.84, 2.38], [-11.64, 7.39, 0.17], [-11.09, 8.18, 2.92], [-10.47, 6.19, 1.82], [-0.77, 5.75, -8.50], [-1.85, 7.08, -8.95], [-0.72, 4.54, -9.79], [0.85, 6.36, -8.15], [-1.17, 5.28, -7.60], [11.69, 0.63, -3.26], [10.67, -0.78, -2.96], [10.98, 1.65, -4.53], [11.92, 1.56, -1.77], [12.67, 0.28, -3.61], [-0.66, -11.48, -3.29], [0.69, -11.13, -4.38], [-1.93, -10.25, -3.47], [-1.32, -13.09, -3.60], [-0.30, -11.45, -2.26]]
}

=====

2.
{
  "formula": "C24H36CoN2Si",
  "method": "ωB97M-V/def2-TZVPD",
  "homo_ha": [-0.26053, -0.29061],
  "homo_lumo_gap_ev": [7.83, 7.99],
  "multiplicity": 4,
  "largest_force_ev_per_a": 2.78,
  "s2": 3.7805,
  "species": ["C", "C", "C", "H", "C", "C", "H", "H", "H", "H", "Co", "C", "H", "H", "H", "Si", "C", "C", "H", "C", "H", "C", "H", "C", "H", "C", "H", "C", "C", "H", "C", "H", "C", "H", "C", "H", "C", "H", "H", "H", "C", "N", "C", "C", "C", "N", "C", "C", "H", "H", "H", "H", "H", "H", "H", "H", "H", "H", "H", "H", "H", "H", "H", "H"],
  "positions_angstrom": [[-0.50, 0.01, 1.20], [-1.72, -0.59, 0.80], [-1.43, -1.98, 0.50], [-2.72, -0.16, 0.88], [0.01, -2.14, 0.57], [0.55, -0.92, 1.05], [1.58, -0.77, 1.39], [-0.40, 1.00, 1.65], [-2.17, -2.78, 0.45], [0.54, -3.08, 0.37], [-1.11, -1.08, -1.31], [0.49, -1.60, -2.45], [1.20, -1.15, -1.72], [0.63, -1.10, -3.41], [0.76, -2.66, -2.51], [-1.99, -2.37, -2.95], [-3.76, -2.01, -3.51], [-4.82, -2.12, -2.59], [-4.62, -2.25, -1.53], [-6.14, -2.11, -3.07], [-6.96, -2.25, -2.36], [-6.39, -1.94, -4.44], [-7.42, -1.95, -4.81], [-5.33, -1.74, -5.32], [-5.52, -1.59, -6.38], [-4.01, -1.76, -4.86], [-3.16, -1.61, -5.54], [-1.82, -4.24, -3.11], [-2.96, -5.04, -3.34], [-3.92, -4.57, -3.58], [-2.87, -6.44, -3.24], [-3.77, -7.04, -3.40], [-1.65, -7.05, -2.92], [-1.61, -8.12, -2.76], [-0.50, -6.26, -2.81], [0.46, -6.73, -2.58], [-0.57, -4.88, -2.98], [0.35, -4.29, -3.04], [-2.42, -1.93, -1.52], [-1.12, -1.76, -4.02], [2.43, 1.01, -0.74], [1.47, 1.78, 0.05], [2.17, 2.46, 1.13], [0.63, 2.67, -0.75], [-0.85, 2.31, -0.84], [-1.23, 1.21, -1.74], [-2.71, 1.21, -1.83], [-0.67, 1.42, -3.10], [3.23, 1.65, -1.14], [1.92, 0.51, -1.56], [2.89, 0.25, -0.09], [2.98, 3.12, 0.76], [1.46, 3.06, 1.71], [2.63, 1.72, 1.80], [0.62, 3.64, -0.22], [1.06, 2.82, -1.75], [-1.24, 2.07, 0.16], [-1.37, 3.22, -1.18], [-3.06, 2.08, -2.43], [-3.06, 0.28, -2.30], [-3.13, 1.28, -0.82], [-1.02, 2.37, -3.52], [0.43, 1.41, -3.04], [-0.98, 0.59, -3.75]]
}

=====

3.
{
  "formula": "C24H36LiO18",
  "method": "ωB97M-V/def2-TZVPD",
  "homo_ha": -0.44739,
  "charge": 1,
  "homo_lumo_gap_ev": 10.74,
  "de_lowest_kj_mol": 0.0,
  "largest_force_ev_per_a": 11.73,
  "species": ["Li", "C", "C", "C", "O", "C", "O", "O", "H", "H", "H", "H", "H", "H", "C", "C", "C", "O", "C", "O", "O", "H", "H", "H", "H", "H", "H", "C", "C", "C", "O", "C", "O", "O", "H", "H", "H", "H", "H", "H", "C", "C", "C", "O", "C", "O", "O", "H", "H", "H", "H", "H", "H", "C", "C", "C", "O", "C", "O", "O", "H", "H", "H", "H", "H", "H", "C", "C", "C", "O", "C", "O", "O", "H", "H", "H", "H", "H", "H"],
  "positions_angstrom": [[0.00, 0.08, -0.22], [-4.07, -3.19, -3.60], [-4.40, -2.48, -2.29], [-4.29, -3.50, -1.10], [-3.22, -3.04, -0.37], [-2.79, -1.86, -0.87], [-1.79, -1.35, -0.54], [-3.35, -1.64, -1.99], [-3.20, -3.62, -3.50], [-3.84, -2.60, -4.49], [-4.91, -3.95, -3.82], [-5.31, -1.87, -2.30], [-4.36, -4.48, -1.48], [-5.15, -3.33, -0.39], [1.55, -1.13, 6.29], [1.85, -0.62, 4.92], [2.52, -1.67, 3.91], [2.02, -1.32, 2.64], [0.83, -0.72, 2.89], [0.07, -0.41, 2.02], [0.69, -0.36, 4.16], [1.19, -2.04, 6.43], [0.91, -0.60, 6.72], [2.46, -1.10, 6.81], [2.50, 0.21, 4.87], [2.09, -2.67, 4.27], [3.59, -1.47, 4.07], [-6.16, 2.51, 1.39], [-5.16, 2.33, 0.27], [-4.31, 3.67, 0.10], [-2.95, 3.15, 0.01], [-2.98, 1.87, 0.37], [-1.88, 1.32, 0.49], [-4.15, 1.43, 0.71], [-5.49, 2.79, 2.39], [-6.68, 1.40, 1.46], [-6.85, 3.31, 1.22], [-5.49, 2.19, -0.75], [-4.31, 4.14, 0.96], [-4.56, 4.28, -0.79], [5.49, 2.02, 1.65], [4.18, 2.59, 2.15], [3.70, 3.87, 1.52], [2.55, 3.49, 0.82], [2.30, 2.25, 1.00], [1.32, 1.72, 0.47], [3.12, 1.65, 1.87], [5.63, 1.13, 1.81], [6.29, 2.70, 2.04], [5.66, 2.13, 0.53], [3.91, 2.39, 3.21], [4.52, 4.42, 0.94], [3.23, 4.58, 2.25], [5.38, -3.76, 0.55], [5.14, -2.24, 0.24], [5.58, -1.78, -1.17], [4.60, -0.80, -1.58], [3.60, -1.00, -0.71], [2.45, -0.63, -0.95], [3.78, -1.82, 0.24], [4.46, -4.17, 0.86], [6.03, -4.14, 1.31], [5.44, -4.35, -0.34], [5.44, -1.68, 1.03], [5.62, -2.51, -2.00], [6.51, -1.36, -1.02], [-3.68, 1.19, -4.84], [-2.39, 0.46, -4.41], [-1.07, 0.73, -5.18], [-0.12, 0.77, -4.20], [-0.70, 0.94, -3.02], [0.05, 1.13, -2.10], [-2.03, 0.88, -3.05], [-4.47, 1.18, -3.96], [-4.15, 1.03, -5.78], [-3.43, 2.25, -5.03], [-2.56, -0.59, -4.24], [-1.07, 1.64, -5.79], [-0.96, 0.12, -5.97]]
}

=====

4.
{
  "formula": "C24H36N10O3S2SiW",
  "method": "ωB97M-V/def2-TZVPD",
  "homo_ha": [-0.48829, -0.48676],
  "charge": 2,
  "homo_lumo_gap_ev": [6.49, 6.53],
  "largest_force_ev_per_a": 0.69,
  "species": ["W", "C", "C", "N", "O", "C", "C", "N", "O", "H", "H", "H", "H", "H", "H", "H", "C", "Si", "C", "C", "C", "C", "C", "C", "N", "C", "S", "H", "H", "H", "H", "H", "H", "H", "H", "H", "H", "H", "H", "N", "N", "N", "C", "N", "N", "H", "H", "H", "C", "C", "C", "N", "C", "S", "N", "C", "O", "C", "C", "C", "C", "C", "C", "H", "H", "H", "H", "H", "H", "H", "H", "H", "H", "H", "H", "H", "H"],
  "positions_angstrom": [[-1.06, 0.32, -1.86], [-1.20, 4.46, -0.20], [-1.44, 3.13, -0.80], [-0.56, 2.15, -0.85], [0.71, 2.50, -0.40], [-2.70, 2.77, -1.44], [-3.95, 3.57, -1.51], [-2.52, 1.58, -1.91], [-3.05, 0.58, -2.56], [-0.43, 4.43, 0.57], [-2.12, 4.86, 0.22], [-0.87, 5.17, -0.97], [0.76, 2.21, 0.53], [-4.30, 3.84, -0.51], [-4.73, 3.01, -2.01], [-3.78, 4.50, -2.06], [2.91, -5.51, -1.74], [2.71, -3.67, -1.53], [4.01, -2.71, -2.45], [2.67, -3.23, 0.29], [1.00, -3.22, -2.27], [0.23, -4.16, -2.96], [-1.02, -3.85, -3.49], [-1.52, -2.58, -3.31], [-0.80, -1.66, -2.67], [0.42, -1.96, -2.18], [1.15, -0.50, -1.43], [3.79, -5.85, -1.19], [3.05, -5.80, -2.78], [2.05, -6.07, -1.34], [5.01, -2.95, -2.07], [3.87, -1.64, -2.34], [3.99, -2.95, -3.51], [3.53, -3.70, 0.78], [1.77, -3.61, 0.78], [2.75, -2.16, 0.47], [0.61, -5.16, -3.09], [-1.60, -4.59, -4.02], [-2.50, -2.27, -3.66], [-1.04, 1.16, -7.16], [-0.74, 1.42, -5.84], [-0.01, 2.47, -5.49], [0.12, 2.28, -4.20], [-0.49, 1.15, -3.81], [-1.04, 0.60, -4.89], [-1.05, 2.04, -7.66], [-1.94, 0.69, -7.20], [0.68, 2.93, -3.54], [-1.54, 3.08, 5.13], [-1.82, 2.59, 3.71], [-1.99, 1.08, 3.68], [-2.28, 0.56, 2.34], [-1.47, -0.06, 1.51], [-2.15, -0.78, 0.07], [-0.17, -0.26, 1.74], [0.75, 0.54, 2.55], [0.94, 1.68, 2.20], [1.40, -0.13, 3.67], [1.09, -1.46, 4.00], [1.73, -2.06, 5.07], [2.66, -1.34, 5.81], [2.96, -0.02, 5.49], [2.33, 0.59, 4.42], [-1.41, 4.16, 5.15], [-0.63, 2.62, 5.53], [-2.37, 2.83, 5.80], [-1.01, 2.88, 3.04], [-2.73, 3.06, 3.32], [-2.83, 0.79, 4.31], [-1.12, 0.56, 4.08], [-3.23, 0.63, 2.01], [0.30, -0.79, 1.01], [0.36, -2.01, 3.42], [1.50, -3.08, 5.33], [3.15, -1.81, 6.66], [3.68, 0.53, 6.08], [2.56, 1.61, 4.15]]
}

=====

5.
{
  "formula": "C24H36N12",
  "method": "ωB97M-V/def2-TZVPD",
  "homo_ha": -0.34456,
  "homo_lumo_gap_ev": 8.84,
  "de_lowest_kj_mol": 4152.4,
  "largest_force_ev_per_a": 13.20,
  "species": ["C", "C", "N", "H", "H", "H", "C", "C", "N", "H", "H", "H", "C", "C", "N", "H", "H", "H", "C", "C", "N", "H", "H", "H", "C", "C", "N", "H", "H", "H", "C", "C", "N", "H", "H", "H", "C", "C", "N", "H", "H", "H", "C", "C", "N", "H", "H", "H", "C", "C", "N", "H", "H", "H", "C", "C", "N", "H", "H", "H", "C", "C", "N", "H", "H", "H", "C", "C", "N", "H", "H", "H"],
  "positions_angstrom": [[1.93, -1.82, -1.71], [1.64, -2.14, -0.32], [1.41, -2.46, 0.80], [2.46, -0.87, -1.69], [0.98, -1.82, -2.24], [2.51, -2.65, -2.11], [-0.01, -0.49, 0.78], [-0.14, -0.68, -0.61], [-0.30, -0.86, -1.76], [-0.47, 0.44, 1.12], [1.03, -0.53, 1.11], [-0.49, -1.32, 1.29], [2.32, -1.11, 2.43], [2.43, -0.98, 3.90], [2.48, -0.93, 5.07], [3.17, -0.58, 1.98], [1.47, -0.56, 2.02], [2.17, -2.16, 2.17], [1.64, 0.39, -1.86], [1.49, 1.83, -1.53], [1.32, 2.93, -1.31], [1.32, 0.12, -2.87], [1.07, -0.21, -1.14], [2.65, 0.01, -1.71], [-2.52, -1.59, -1.30], [-2.99, -3.00, -1.28], [-3.35, -4.12, -1.27], [-1.80, -1.56, -0.48], [-3.35, -0.95, -1.01], [-2.06, -1.35, -2.26], [-1.03, -0.41, -3.30], [-1.16, 0.19, -4.64], [-1.37, 0.70, -5.66], [-0.26, 0.14, -2.77], [-0.66, -1.43, -3.37], [-1.99, -0.43, -2.79], [-3.92, 1.05, 0.39], [-2.87, 0.16, 0.86], [-2.00, -0.51, 1.28], [-4.33, 0.73, -0.57], [-3.65, 2.09, 0.20], [-4.80, 1.03, 1.03], [-0.76, 1.95, -1.53], [-2.09, 1.36, -1.54], [-3.16, 0.86, -1.59], [0.02, 1.20, -1.39], [-0.63, 2.78, -0.84], [-0.67, 2.28, -2.56], [4.69, -0.21, -0.18], [3.32, -0.31, 0.21], [2.24, -0.37, 0.55], [5.04, 0.78, 0.10], [4.93, -0.36, -1.23], [5.29, -0.95, 0.35], [1.43, 1.82, 1.39], [2.86, 1.64, 1.43], [4.01, 1.53, 1.38], [1.01, 1.68, 0.40], [1.22, 2.84, 1.70], [1.06, 1.02, 2.03], [-2.34, 3.01, 1.91], [-1.51, 2.22, 1.04], [-0.82, 1.58, 0.35], [-2.13, 4.07, 1.80], [-2.19, 2.71, 2.95], [-3.35, 2.81, 1.56], [-1.67, -2.01, 2.70], [-0.53, -1.15, 3.03], [0.40, -0.47, 3.23], [-1.39, -2.97, 3.14], [-1.69, -2.06, 1.62], [-2.60, -1.58, 3.08]]
}

=====

6.
{
  "formula": "C24H36O12",
  "method": "ωB97M-V/def2-TZVPD",
  "homo_ha": [0.02132, -0.24954],
  "charge": -1,
  "homo_lumo_gap_ev": [1.47, 8.79],
  "multiplicity": 2,
  "largest_force_ev_per_a": 7.48,
  "s2": 0.7504,
  "species": ["O", "C", "O", "C", "C", "C", "H", "H", "H", "H", "H", "H", "O", "C", "O", "C", "C", "C", "H", "H", "H", "H", "H", "H", "O", "C", "O", "C", "C", "C", "H", "H", "H", "H", "H", "H", "O", "C", "O", "C", "C", "C", "H", "H", "H", "H", "H", "H", "O", "C", "O", "C", "C", "C", "H", "H", "H", "H", "H", "H", "O", "C", "O", "C", "C", "C", "H", "H", "H", "H", "H", "H"],
  "positions_angstrom": [[-0.74, 0.16, -3.50], [0.50, 0.31, -3.80], [1.12, -0.46, -4.67], [2.54, -0.44, -4.36], [2.68, 0.92, -3.61], [1.35, 1.50, -3.43], [3.25, -0.71, -5.15], [2.69, -1.21, -3.61], [3.21, 1.61, -4.27], [3.32, 0.87, -2.73], [0.98, 2.14, -4.23], [1.25, 2.04, -2.49], [0.69, -2.41, 2.38], [0.01, -2.94, 3.26], [-1.20, -2.32, 3.70], [-1.91, -3.25, 4.54], [-1.20, -4.54, 4.47], [0.21, -4.04, 4.16], [-2.94, -3.43, 4.23], [-1.80, -2.88, 5.56], [-1.47, -5.19, 3.64], [-1.33, -4.87, 5.50], [0.85, -4.81, 3.73], [0.68, -3.56, 5.02], [2.19, 4.95, -3.73], [2.05, 5.25, -2.54], [1.88, 4.37, -1.60], [1.82, 4.95, -0.32], [1.46, 6.41, -0.53], [1.87, 6.62, -2.00], [2.77, 4.79, 0.19], [1.13, 4.41, 0.34], [2.04, 7.15, 0.02], [0.37, 6.48, -0.53], [2.82, 7.16, -2.05], [1.19, 7.27, -2.55], [0.72, 0.67, -0.41], [-0.39, 0.66, 0.19], [-1.18, -0.39, 0.08], [-2.37, -0.17, 0.81], [-1.90, 0.82, 1.90], [-1.03, 1.66, 0.97], [-2.81, -1.10, 1.17], [-3.19, 0.26, 0.24], [-1.44, 0.25, 2.70], [-2.76, 1.32, 2.35], [-0.29, 2.22, 1.54], [-1.56, 2.15, 0.16], [3.87, -2.49, -1.41], [4.25, -1.70, -0.58], [5.36, -0.93, -0.71], [5.43, 0.01, 0.34], [4.66, -0.64, 1.53], [3.51, -1.31, 0.79], [4.96, 0.95, 0.04], [6.44, 0.36, 0.56], [4.43, -0.04, 2.41], [5.13, -1.55, 1.92], [2.63, -0.73, 0.52], [3.26, -2.31, 1.15], [-3.98, -1.46, -2.16], [-4.81, -1.91, -1.38], [-4.53, -2.03, -0.09], [-5.60, -2.69, 0.65], [-6.49, -3.25, -0.47], [-6.27, -2.18, -1.57], [-6.18, -2.00, 1.27], [-5.22, -3.42, 1.37], [-7.54, -3.45, -0.25], [-6.02, -4.19, -0.75], [-6.68, -1.18, -1.38], [-6.70, -2.52, -2.51]]
}